1.
{
  "formula": "C43H36N6O5PRuS3",
  "method": "ωB97M-V with the def2-TZVPD basis set",
  "spin_multiplicity": 2,
  "homo_ev": [-7.67, -7.64],
  "homo_lumo_gap_ha": [0.25873, 0.24877],
  "de_lowest_ev": 0.185,
  "lumo_ev": [-0.63, -0.87],
  "species": ["Ru", "N", "C", "S", "N", "N", "C", "C", "C", "C", "C", "C", "C", "C", "C", "C", "C", "C", "N", "H", "H", "H", "H", "H", "H", "H", "H", "H", "H", "H", "O", "S", "O", "O", "C", "C", "C", "C", "C", "C", "P", "C", "C", "C", "C", "C", "C", "C", "C", "C", "C", "C", "C", "H", "H", "H", "H", "H", "H", "H", "H", "H", "H", "H", "H", "H", "H", "C", "C", "C", "C", "C", "C", "C", "S", "O", "O", "N", "C", "C", "C", "C", "C", "N", "H", "H", "H", "H", "H", "H", "H", "H", "H", "H", "H"],
  "xyz": [[0.526, 0.011, -0.003], [-1.983, -3.018, 1.926], [-1.351, -2.040, 1.225], [0.333, -1.793, 1.473], [-2.091, -1.364, 0.387], [-1.391, -0.453, -0.343], [-2.073, 0.225, -1.223], [-3.536, 0.172, -1.414], [-4.227, 1.387, -1.436], [-5.604, 1.423, -1.571], [-6.316, 0.240, -1.705], [-5.639, -0.970, -1.701], [-4.262, -1.009, -1.549], [-1.240, 1.088, -2.074], [-1.663, 1.681, -3.257], [-0.757, 2.429, -3.989], [0.542, 2.572, -3.531], [0.917, 1.932, -2.363], [0.049, 1.201, -1.663], [-1.507, -3.439, 2.704], [-2.988, -2.972, 1.962], [-3.688, 2.320, -1.320], [-6.118, 2.376, -1.572], [-7.393, 0.262, -1.813], [-6.185, -1.898, -1.811], [-3.744, -1.956, -1.538], [-2.679, 1.545, -3.595], [-1.069, 2.890, -4.917], [1.276, 3.147, -4.075], [1.919, 1.979, -1.965], [2.418, -0.139, 1.208], [2.809, 1.239, 1.574], [4.214, 1.461, 1.708], [2.066, 2.145, 0.691], [2.045, 1.449, 3.163], [2.834, 1.508, 4.297], [2.238, 1.699, 5.537], [0.864, 1.839, 5.624], [0.078, 1.769, 4.481], [0.654, 1.559, 3.232], [-0.367, 1.507, 1.711], [-2.027, 1.083, 2.345], [-2.179, -0.054, 3.142], [-3.435, -0.467, 3.549], [-4.565, 0.234, 3.147], [-4.425, 1.360, 2.354], [-3.163, 1.788, 1.964], [-0.525, 3.271, 1.253], [0.014, 4.277, 2.050], [-0.100, 5.608, 1.677], [-0.752, 5.956, 0.504], [-1.289, 4.962, -0.299], [-1.171, 3.632, 0.074], [3.907, 1.423, 4.191], [2.851, 1.751, 6.427], [0.393, 2.010, 6.584], [-0.993, 1.890, 4.570], [-1.306, -0.618, 3.443], [-3.532, -1.345, 4.176], [-5.548, -0.096, 3.456], [-5.299, 1.914, 2.034], [-3.079, 2.676, 1.353], [0.545, 4.030, 2.958], [0.333, 6.375, 2.306], [-0.833, 6.995, 0.213], [-1.794, 5.215, -1.222], [-1.594, 2.874, -0.569], [7.096, -5.009, -0.804], [6.043, -3.986, -1.128], [5.346, -3.333, -0.114], [4.393, -2.371, -0.402], [4.126, -2.058, -1.727], [4.812, -2.688, -2.752], [5.763, -3.649, -2.449], [2.916, -0.810, -2.091], [3.300, 0.368, -1.353], [2.858, -0.699, -3.530], [1.516, -1.312, -1.457], [0.851, -2.364, -2.077], [1.445, -3.246, -3.000], [0.694, -4.284, -3.506], [-0.629, -4.451, -3.110], [-1.124, -3.539, -2.202], [-0.415, -2.532, -1.701], [6.961, -5.410, 0.199], [8.093, -4.565, -0.852], [7.073, -5.839, -1.510], [5.554, -3.582, 0.920], [3.856, -1.866, 0.389], [4.606, -2.415, -3.779], [6.296, -4.144, -3.252], [2.465, -3.128, -3.324], [1.148, -4.968, -4.213], [-1.245, -5.255, -3.489], [-2.147, -3.610, -1.841]]
}

=====

2.
{
  "formula": "C43H37LuO3P2",
  "method": "ωB97M-V with the def2-TZVPD basis set",
  "charge": 2,
  "homo_ev": -12.80,
  "homo_lumo_gap_ha": 0.21290,
  "lumo_ev": -7.01,
  "species": ["C", "C", "C", "C", "C", "C", "P", "C", "C", "C", "C", "C", "C", "Lu", "P", "C", "C", "C", "C", "C", "C", "C", "C", "C", "C", "C", "C", "C", "C", "C", "C", "C", "C", "C", "C", "C", "C", "C", "C", "H", "H", "H", "H", "H", "H", "H", "H", "H", "H", "H", "H", "H", "H", "H", "H", "H", "H", "H", "H", "H", "H", "H", "H", "H", "H", "H", "H", "H", "H", "H", "H", "O", "C", "C", "C", "C", "C", "C", "C", "O", "O", "H", "H", "H", "H", "H"],
  "xyz": [[0.951, -1.386, -4.682], [-0.066, -2.051, -3.954], [-1.334, -2.244, -4.521], [-1.595, -1.773, -5.803], [-0.565, -1.183, -6.554], [0.707, -0.980, -5.992], [0.151, -2.167, -2.180], [-1.226, -3.055, -1.388], [-2.531, -2.481, -1.337], [-3.441, -2.814, -0.315], [-3.145, -3.903, 0.519], [-1.944, -4.602, 0.348], [-0.980, -4.200, -0.585], [-1.597, -0.314, -0.692], [0.141, 2.150, -0.977], [-1.247, 2.108, -2.161], [-1.066, 2.036, -3.549], [-2.096, 1.526, -4.340], [-3.305, 1.100, -3.765], [-3.543, 1.310, -2.402], [-2.559, 1.936, -1.613], [-0.037, 3.603, 0.080], [0.607, 3.591, 1.338], [0.399, 4.634, 2.229], [-0.438, 5.703, 1.872], [-1.087, 5.714, 0.624], [-0.889, 4.663, -0.273], [1.657, 2.306, -1.952], [2.496, 1.174, -2.125], [3.635, 1.280, -2.921], [3.920, 2.475, -3.594], [3.080, 3.585, -3.442], [1.946, 3.504, -2.630], [1.719, -2.985, -1.840], [2.284, -3.873, -2.781], [3.489, -4.525, -2.509], [4.159, -4.308, -1.299], [3.609, -3.422, -0.364], [2.405, -2.775, -0.623], [1.268, 2.766, 1.597], [0.886, 4.613, 3.204], [-0.607, 6.523, 2.571], [-1.759, 6.539, 0.357], [-1.403, 4.648, -1.238], [-0.133, 2.386, -4.004], [-1.928, 1.387, -5.410], [-4.002, 0.544, -4.410], [-4.438, 0.869, -1.903], [-2.756, 2.272, -0.590], [2.232, 0.220, -1.654], [4.303, 0.422, -3.012], [4.791, 2.539, -4.245], [3.296, 4.519, -3.961], [1.264, 4.350, -2.539], [1.783, -4.040, -3.735], [3.925, -5.202, -3.250], [5.110, -4.818, -1.093], [4.139, -3.240, 0.573], [1.990, -2.091, 0.113], [-2.862, -1.733, -2.087], [-4.343, -2.210, -0.195], [-3.857, -4.214, 1.287], [-1.747, -5.489, 0.950], [-0.058, -4.763, -0.715], [-2.124, -2.726, -3.921], [-2.605, -1.859, -6.218], [-0.748, -0.884, -7.585], [1.509, -0.525, -6.572], [1.922, -1.199, -4.215], [-1.448, -0.423, -2.300], [-0.007, -0.456, -1.699], [-1.110, 2.004, 3.548], [-0.475, 0.881, 3.998], [0.039, 0.880, 5.313], [0.617, -0.280, 5.844], [0.705, -1.413, 5.051], [0.271, -1.427, 3.731], [-0.319, -0.287, 3.179], [-0.720, -0.185, 1.778], [-0.146, -0.918, 0.873], [-1.679, 0.643, 1.422], [-1.490, 1.713, 2.664], [-0.040, 1.811, 5.885], [0.987, -0.254, 6.866], [1.134, -2.293, 5.465], [0.352, -2.281, 3.085]]
}

=====

3.
{
  "formula": "C43H38AsN3OPdS",
  "method": "ωB97M-V with the def2-TZVPD basis set",
  "homo_ev": [-5.04, -5.20],
  "homo_lumo_gap_ha": [0.19959, 0.20561],
  "de_lowest_ev": 2.606,
  "lumo_ev": [0.40, 0.40],
  "species": ["Pd", "C", "C", "C", "C", "C", "C", "C", "C", "C", "C", "C", "C", "C", "C", "C", "N", "H", "H", "H", "H", "H", "H", "H", "H", "H", "H", "S", "C", "N", "C", "C", "C", "N", "H", "H", "H", "H", "H", "H", "H", "H", "C", "C", "C", "C", "C", "C", "H", "H", "H", "H", "H", "O", "As", "C", "C", "C", "C", "C", "C", "C", "C", "C", "C", "C", "C", "C", "C", "C", "C", "C", "C", "H", "H", "H", "H", "H", "H", "H", "H", "H", "H", "H", "H", "H", "H", "H"],
  "xyz": [[-0.535, 1.185, 0.028], [3.786, 1.523, -0.242], [3.909, 2.726, -0.921], [2.804, 3.513, -1.157], [1.517, 3.093, -0.775], [1.406, 1.826, -0.166], [2.521, 1.092, 0.154], [0.334, 3.911, -0.889], [0.332, 5.263, -1.269], [-0.831, 5.988, -1.248], [-2.040, 5.367, -0.836], [-3.266, 6.032, -0.742], [-4.400, 5.369, -0.311], [-4.335, 4.027, 0.046], [-3.138, 3.348, -0.024], [-1.973, 3.995, -0.465], [-0.820, 3.314, -0.509], [4.655, 0.920, -0.028], [4.886, 3.060, -1.241], [2.929, 4.469, -1.643], [2.443, 0.192, 0.766], [1.257, 5.738, -1.561], [-0.839, 7.031, -1.528], [-3.312, 7.081, -0.999], [-5.336, 5.902, -0.232], [-5.224, 3.522, 0.395], [-3.061, 2.302, 0.281], [-1.765, 0.768, -2.191], [-2.475, -0.655, -1.643], [-2.490, -1.750, -2.421], [-2.958, -3.049, -1.986], [-4.045, -2.858, -0.934], [-3.506, -1.930, 0.149], [-3.130, -0.677, -0.469], [-1.996, -1.678, -3.296], [-2.124, -3.628, -1.563], [-3.339, -3.586, -2.859], [-4.329, -3.820, -0.512], [-4.923, -2.401, -1.392], [-2.631, -2.386, 0.632], [-4.265, -1.729, 0.906], [-2.934, 0.118, 0.142], [-1.018, 2.548, 4.507], [-1.797, 1.593, 3.877], [-1.462, 1.168, 2.597], [-0.351, 1.690, 1.943], [0.445, 2.621, 2.596], [0.104, 3.046, 3.871], [-1.291, 2.903, 5.491], [-2.665, 1.185, 4.379], [-2.075, 0.384, 2.138], [1.325, 3.030, 2.120], [0.714, 3.791, 4.363], [-0.508, -1.112, 0.280], [0.917, -1.874, 0.028], [0.480, -3.714, -0.419], [0.511, -4.200, -1.724], [0.139, -5.506, -1.985], [-0.273, -6.335, -0.948], [-0.302, -5.853, 0.356], [0.073, -4.552, 0.621], [1.914, -2.058, 1.680], [1.546, -1.324, 2.801], [2.234, -1.495, 3.990], [3.284, -2.400, 4.060], [3.640, -3.142, 2.944], [2.957, -2.977, 1.755], [1.988, -1.294, -1.487], [1.337, -0.704, -2.559], [2.021, -0.451, -3.736], [3.356, -0.802, -3.840], [4.014, -1.371, -2.761], [3.333, -1.619, -1.581], [0.836, -3.550, -2.530], [0.173, -5.887, -2.996], [-0.573, -7.353, -1.150], [-0.608, -6.505, 1.161], [0.069, -4.163, 1.636], [0.725, -0.612, 2.723], [1.950, -0.924, 4.861], [3.828, -2.529, 4.984], [4.447, -3.856, 3.003], [3.213, -3.568, 0.881], [0.290, -0.429, -2.464], [1.507, 0.001, -4.572], [3.887, -0.638, -4.765], [5.060, -1.633, -2.842], [3.848, -2.055, -0.733]]
}

=====

4.
{
  "formula": "C43H38BaN7",
  "method": "ωB97M-V with the def2-TZVPD basis set",
  "charge": 1,
  "homo_ev": -9.12,
  "homo_lumo_gap_ha": 0.24564,
  "de_lowest_ev": 0.000,
  "lumo_ev": -2.44,
  "species": ["Ba", "C", "C", "C", "C", "C", "C", "C", "N", "N", "C", "C", "C", "C", "C", "C", "N", "C", "C", "C", "C", "C", "C", "N", "H", "H", "H", "H", "H", "H", "H", "H", "H", "H", "H", "H", "H", "H", "H", "H", "H", "H", "H", "H", "N", "C", "C", "C", "C", "C", "C", "C", "C", "C", "C", "C", "C", "H", "H", "H", "H", "H", "H", "H", "H", "H", "H", "C", "C", "N", "C", "C", "C", "C", "C", "C", "C", "C", "C", "N", "C", "H", "H", "H", "H", "H", "H", "H", "H"],
  "xyz": [[0.148, -0.022, 0.115], [-3.477, 0.636, 0.955], [-2.892, 2.060, 0.922], [-2.264, 2.439, 2.234], [-2.886, 3.329, 3.098], [-2.305, 3.599, 4.327], [-1.120, 2.965, 4.651], [-0.566, 2.099, 3.721], [-1.106, 1.836, 2.534], [-2.845, -0.249, -0.029], [-3.204, -1.643, 0.226], [-2.719, -2.170, 1.557], [-3.441, -3.169, 2.197], [-2.941, -3.719, 3.364], [-1.738, -3.242, 3.858], [-1.099, -2.235, 3.158], [-1.566, -1.696, 2.033], [-3.265, 0.122, -1.385], [-2.515, -0.603, -2.486], [-3.133, -0.901, -3.694], [-2.392, -1.516, -4.689], [-1.065, -1.834, -4.445], [-0.533, -1.515, -3.206], [-1.241, -0.905, -2.256], [-4.567, 0.658, 0.804], [-3.298, 0.201, 1.937], [-3.649, 2.792, 0.642], [-2.120, 2.097, 0.151], [-3.816, 3.798, 2.806], [-2.771, 4.289, 5.018], [-0.625, 3.130, 5.597], [0.362, 1.590, 3.957], [-2.752, -2.254, -0.560], [-4.293, -1.786, 0.155], [-4.376, -3.512, 1.774], [-3.478, -4.504, 3.878], [-1.294, -3.639, 4.759], [-0.150, -1.861, 3.523], [-3.102, 1.195, -1.514], [-4.345, -0.044, -1.521], [-4.176, -0.656, -3.845], [-2.848, -1.758, -5.640], [-0.453, -2.330, -5.186], [0.493, -1.767, -2.959], [1.965, -0.053, 2.374], [3.254, -0.486, 1.949], [4.292, 0.438, 1.914], [5.558, 0.054, 1.495], [5.790, -1.261, 1.125], [4.745, -2.173, 1.155], [3.456, -1.812, 1.543], [2.339, -2.797, 1.425], [2.437, -4.018, 2.095], [1.471, -4.994, 1.895], [0.434, -4.751, 1.006], [0.358, -3.519, 0.362], [1.276, -2.478, 0.559], [2.033, 0.723, 3.018], [1.444, -0.815, 2.806], [4.111, 1.460, 2.227], [6.359, 0.781, 1.474], [6.777, -1.575, 0.812], [4.911, -3.198, 0.844], [3.268, -4.211, 2.766], [1.540, -5.941, 2.416], [-0.306, -5.521, 0.817], [-0.484, -3.370, -0.320], [4.126, -0.663, -2.704], [3.160, -0.436, -1.714], [2.119, 0.359, -1.873], [1.978, 0.995, -3.058], [2.876, 0.811, -4.119], [3.975, -0.044, -3.915], [2.664, 1.482, -5.370], [1.616, 2.309, -5.543], [0.691, 2.548, -4.472], [-0.389, 3.435, -4.605], [-1.216, 3.649, -3.534], [-0.959, 2.957, -2.345], [0.030, 2.098, -2.189], [0.860, 1.901, -3.236], [4.956, -1.323, -2.499], [3.232, -0.948, -0.760], [4.688, -0.197, -4.716], [3.373, 1.307, -6.170], [1.454, 2.819, -6.484], [-0.545, 3.948, -5.546], [-2.048, 4.338, -3.587], [-1.597, 3.134, -1.488]]
}

=====

5.
{
  "formula": "C43H38N2NaO2P2",
  "method": "ωB97M-V with the def2-TZVPD basis set",
  "charge": 1,
  "homo_ev": -10.67,
  "homo_lumo_gap_ha": 0.31771,
  "de_lowest_ev": 0.000,
  "lumo_ev": -2.02,
  "species": ["Na", "C", "C", "C", "C", "C", "C", "C", "C", "P", "C", "C", "C", "C", "C", "C", "C", "C", "C", "C", "C", "C", "C", "O", "C", "C", "C", "C", "C", "C", "P", "C", "C", "C", "C", "C", "C", "C", "C", "C", "C", "C", "C", "H", "H", "H", "H", "H", "H", "H", "H", "H", "H", "H", "H", "H", "H", "H", "H", "H", "H", "H", "H", "H", "H", "H", "H", "H", "H", "H", "H", "H", "H", "H", "H", "C", "N", "C", "C", "N", "H", "H", "H", "H", "H", "H", "O", "C"],
  "xyz": [[-1.523, -1.283, -1.606], [3.747, -2.118, 3.737], [3.186, -0.929, 2.940], [3.909, 0.363, 3.362], [3.412, -1.158, 1.455], [4.674, -1.506, 0.979], [4.921, -1.686, -0.368], [3.895, -1.504, -1.281], [2.624, -1.144, -0.854], [1.269, -0.825, -2.039], [1.928, -1.522, -3.592], [1.577, -2.836, -3.898], [2.062, -3.452, -5.042], [2.894, -2.750, -5.902], [3.244, -1.439, -5.611], [2.768, -0.828, -4.461], [1.429, 0.977, -2.327], [2.228, 1.808, -1.546], [2.325, 3.164, -1.836], [1.636, 3.699, -2.914], [0.830, 2.878, -3.693], [0.718, 1.530, -3.394], [2.401, -0.985, 0.519], [1.125, -0.613, 0.877], [0.761, -0.649, 2.203], [-0.606, -0.544, 2.476], [-1.028, -0.557, 3.802], [-0.113, -0.648, 4.834], [1.234, -0.761, 4.533], [1.699, -0.784, 3.222], [-1.840, -0.458, 1.137], [-2.667, 1.150, 1.401], [-3.783, 1.436, 0.609], [-4.464, 2.635, 0.752], [-4.022, 3.581, 1.669], [-2.899, 3.318, 2.439], [-2.227, 2.108, 2.310], [-3.061, -1.680, 1.752], [-2.641, -3.013, 1.742], [-3.492, -4.027, 2.146], [-4.787, -3.724, 2.550], [-5.213, -2.406, 2.562], [-4.353, -1.385, 2.170], [4.815, -2.238, 3.563], [3.246, -3.044, 3.454], [3.615, -1.970, 4.808], [4.979, 0.282, 3.169], [3.766, 0.551, 4.427], [3.524, 1.221, 2.808], [5.487, -1.632, 1.683], [5.910, -1.962, -0.709], [4.087, -1.641, -2.337], [0.925, -3.389, -3.229], [1.785, -4.473, -5.266], [3.268, -3.223, -6.800], [3.895, -0.891, -6.280], [3.054, 0.193, -4.239], [2.797, 1.398, -0.721], [2.957, 3.797, -1.227], [1.730, 4.751, -3.151], [0.291, 3.287, -4.539], [0.092, 0.896, -4.013], [-2.087, -0.499, 4.021], [-0.444, -0.644, 5.864], [1.946, -0.839, 5.344], [-4.129, 0.711, -0.120], [-5.344, 2.829, 0.151], [-4.554, 4.516, 1.784], [-2.546, 4.051, 3.153], [-1.359, 1.915, 2.925], [-1.629, -3.257, 1.431], [-3.149, -5.054, 2.143], [-5.458, -4.514, 2.859], [-6.217, -2.165, 2.885], [-4.698, -0.360, 2.199], [-3.307, 3.935, -2.584], [-2.243, 3.028, -2.161], [-1.350, 3.474, -1.089], [-2.394, 1.737, -2.342], [-2.517, 0.595, -2.496], [-3.999, 4.134, -1.763], [-3.849, 3.498, -3.419], [-2.856, 4.871, -2.909], [-1.892, 3.573, -0.146], [-0.931, 4.437, -1.375], [-0.536, 2.760, -0.978], [-4.731, -3.281, -1.229], [-3.730, -2.796, -1.360]]
}

=====

no.,total energy (Ha)
1,-3995.828219
2,-3804.173251
3,-4662.658623
4,-2070.120300
5,-2766.270880